C8H23AgCl2NO5 | the ωB97M-V functional and the def2-TZVPD basis

Last column: Löwdin charge in e.
Atoms and positions in Å:
1 Ag -22.62455 24.65344 -1.07830  0.717
2 Cl -23.08923 21.93177 -1.50829  -0.356
3 Cl -21.96427 27.23803 -0.64017  -0.273
4 C -19.68904 25.88296 -3.43567  -0.107
5 C -21.03392 25.79501 -4.13172  -0.463
6 C -20.87962 25.42797 -5.59980  -0.247
7 O -22.14892 25.52054 -6.24104  -0.186
8 C -22.11987 25.42745 -7.63856  -0.163
9 N -21.82920 24.80084 -3.46909  0.025
10 H -18.99388 26.58133 -3.90165  0.076
11 H -19.19485 24.91262 -3.48370  0.052
12 H -19.80027 25.99385 -2.35705  0.038
13 H -21.51610 26.77225 -4.10699  0.140
14 H -20.31320 24.49719 -5.62994  0.117
15 H -20.16297 26.15709 -5.97781  0.115
16 H -23.13912 25.49045 -8.01967  0.076
17 H -21.82092 24.46996 -8.06510  0.080
18 H -21.58284 26.29713 -8.01718  0.083
19 H -21.38692 23.92475 -3.70775  0.066
20 H -22.55405 24.64494 -4.15493  0.062
21 C -25.43804 25.59678 -0.22303  -0.243
22 C -25.73006 25.53039 -1.75685  -0.214
23 O -24.39029 25.58706 -2.36607  -0.214
24 O -24.61494 24.44280 0.08854  -0.233
25 H -26.27041 25.65170 0.47857  0.098
26 H -25.01074 26.57564 -0.00546  0.093
27 H -26.34339 26.36504 -2.09640  0.099
28 H -26.28346 24.65103 -2.08635  0.101
29 H -24.38593 25.78547 -3.30533  0.070
30 H -25.19837 23.72306 0.33988  0.069
31 C -19.91714 23.60075 0.32162  -0.317
32 C -20.58679 24.53508 1.33079  -0.268
33 O -22.00314 24.32856 1.23415  -0.212
34 O -20.34212 23.86620 -0.96566  -0.211
35 H -19.99760 22.54461 0.57889  0.114
36 H -18.85422 23.83809 0.36601  0.104
37 H -20.33754 25.55760 1.04719  0.068
38 H -20.22342 24.47506 2.35668  0.109
39 H -22.40312 24.12567 2.08295  0.072
40 H -19.62573 23.60807 -1.55025  0.066

Output
Spin multiplicity: 3
M: 392.05 g mol⁻¹
Total energy: -1816.7817 Ha
Total charge: -1
LUMO (alpha / beta): 2.84 / 0.20 eV
HOMO level (alpha / beta): 0.9 / -5.5 eV
Kohn-Sham gap (alpha / beta): 1.9 / 5.7 eV

---

C4H7O2S | the ωB97M-V functional and the def2-TZVPD basis

Last column: Löwdin charge in e.
Atoms and positions in Å:
1 O -2.90127 -0.23644 0.64048  0.122
2 C -2.00107 0.00387 -0.18350  -0.616
3 O -2.07864 0.99281 -0.92564  0.258
4 C -0.79033 -0.96415 -0.22835  -0.100
5 C 0.36355 -0.38313 0.56792  -0.249
6 C 0.83853 0.97488 0.09366  -0.125
7 S 3.86946 0.31348 -0.76620  0.209
8 H -0.41664 -1.24019 -1.21896  0.126
9 H -1.31031 -1.85553 0.13306  0.126
10 H 0.11541 -0.41714 1.63378  0.119
11 H 1.17824 -1.11421 0.48702  0.098
12 H 0.36064 1.26088 -0.83957  0.075
13 H 0.85737 1.79860 0.79925  0.086
14 H 1.91506 0.86627 -0.19295  -0.127

Output
Spin multiplicity: 2
M: 119.16 g mol⁻¹
Total energy: -705.1013 Ha
LUMO (alpha / beta): -3.32 / -2.59 eV
HOMO level (alpha / beta): -10.3 / -9.8 eV
Kohn-Sham gap (alpha / beta): 7.0 / 7.2 eV

---

C3H9N3S | the ωB97M-V functional and the def2-TZVPD basis

Last column: Löwdin charge in e.
Atoms and positions in Å:
1 C -2.59421 0.25827 -0.19327  -0.182
2 C -0.27521 -0.67506 0.13757  -0.492
3 C 1.99333 -1.54912 -0.03551  -0.152
4 H -3.55003 0.23710 0.56054  0.103
5 H -3.18665 0.29450 -1.46888  0.156
6 H -2.27278 1.30515 -0.17799  0.020
7 H -1.95943 -1.80696 -0.04884  0.134
8 H -0.46737 1.33189 1.21817  0.102
9 H -0.04584 1.74874 -1.15847  -0.080
10 H 2.15355 -1.09822 1.03807  0.093
11 H 2.06007 -2.66026 -0.24270  0.077
12 H 2.40477 -0.86153 -0.79929  0.039
13 N -1.69632 -0.83030 0.16799  -0.055
14 N 0.25000 0.52044 0.83797  -0.404
15 N 0.50025 -1.64683 -0.35310  -0.019
16 S 1.04642 1.68762 -0.18396  0.661

Output
M: 119.19 g mol⁻¹
Total energy: -682.0148 Ha
LUMO: 0.44 eV
HOMO level: -8.8 eV
Kohn-Sham gap: 9.2 eV
Energy relative to the best compared isomer or geometry (same formula, charge and spin): 94.8 kcal/mol